Record 1
ORCA calculation (the ωB97M-V functional and the def2-TZVPD basis) on a 10-piece molecular cluster, C38H79F2O9Si overall at a distorted geometry.

Geometry (Å):
1 C 2.6244 0.2636 5.3750
2 C 1.5510 0.9485 4.3972
3 C 1.6454 2.5087 4.2568
4 C 0.6519 3.2727 3.3079
5 C -0.4368 2.4290 2.5590
6 C -0.5121 0.8668 2.7092
7 C 0.4742 0.1010 3.6192
8 C 0.5315 -1.4836 3.8245
9 C -0.4782 -2.3178 2.8980
10 C 0.0302 -2.4376 1.3953
11 F -1.1767 -2.4163 0.5524
12 F 0.8482 -1.3416 0.9416
13 C 0.7826 -3.8021 1.0290
14 C 2.1589 -4.0432 1.8205
15 Si 3.7220 -3.3363 0.9730
16 C 5.1358 -4.6506 0.7965
17 C 4.3741 -1.8795 2.0737
18 C 3.4374 -2.6063 -0.7734
19 C 3.2909 -1.0548 -1.0019
20 C 3.0849 -0.4082 -2.4065
21 C 3.0283 -1.2645 -3.7004
22 C 3.1688 -2.8136 -3.5130
23 C 3.3621 -3.4649 -2.0952
24 H 2.0845 -0.5463 5.9911
25 H 3.0333 1.0179 6.1356
26 H 3.4828 -0.2583 4.8282
27 H 2.4541 3.1149 4.8037
28 H 0.7099 4.4134 3.1568
29 H -1.1786 2.9874 1.8950
30 H -1.3091 0.2963 2.1317
31 H 1.6299 -1.8208 3.7750
32 H 0.1972 -1.6741 4.9192
33 H -0.4770 -3.3917 3.3310
34 H 0.9914 -3.8403 -0.0963
35 H 0.0705 -4.6567 1.3488
36 H 2.3076 -5.1933 1.8731
37 H 2.1381 -3.6950 2.9185
38 H 6.1349 -4.1328 0.9941
39 H 5.1574 -5.1266 -0.2403
40 H 4.9780 -5.4639 1.5840
41 H 3.6406 -0.9986 1.9529
42 H 5.4255 -1.5634 1.7554
43 H 4.3201 -2.2700 3.1554
44 H 3.3435 -0.3161 -0.1234
45 H 3.0046 0.7373 -2.5064
46 H 2.8792 -0.7933 -4.7337
47 H 3.1453 -3.4323 -4.4812
48 H 3.4826 -4.5956 -2.0758
49 C -1.4146 -8.0837 -0.6231
50 C -0.8795 -7.7414 0.7534
51 O 0.5195 -7.4959 0.6897
52 H -0.9076 -8.9659 -1.0233
53 H -2.4891 -8.2801 -0.5868
54 H -1.2306 -7.2644 -1.3242
55 H -1.0458 -8.5703 1.4450
56 H -1.3748 -6.8518 1.1550
57 H 0.6578 -6.7554 0.0832
58 C 0.2818 3.8899 7.5163
59 C -0.1232 2.6502 8.2880
60 O -1.0981 1.9168 7.5579
61 H -0.5872 4.5258 7.3272
62 H 1.0283 4.4675 8.0683
63 H 0.6965 3.6188 6.5416
64 H -0.5576 2.9243 9.2524
65 H 0.7408 2.0023 8.4702
66 H -0.7034 1.6697 6.7084
67 C -1.3758 -0.4679 -6.2487
68 C 0.0647 -0.9353 -6.2977
69 O 0.9344 0.1026 -5.8555
70 H -1.5131 0.4161 -6.8778
71 H -2.0528 -1.2534 -6.5907
72 H -1.6550 -0.1816 -5.2297
73 H 0.3462 -1.1993 -7.3197
74 H 0.2131 -1.8131 -5.6606
75 H 0.6852 0.3244 -4.9477
76 C -3.5582 1.9909 12.0640
77 C -2.1203 1.5150 12.0039
78 O -1.2435 2.5531 12.4272
79 H -3.6981 2.8692 11.4286
80 H -4.2434 1.2055 11.7364
81 H -3.8252 2.2882 13.0829
82 H -1.8512 1.2401 10.9820
83 H -1.9692 0.6422 12.6474
84 H -1.4823 2.7846 13.3342
85 C -6.3567 -1.0797 -6.0905
86 C -4.9564 -1.6372 -5.9274
87 O -4.2687 -1.6115 -7.1734
88 H -6.9171 -1.6599 -6.8279
89 H -6.8972 -1.0990 -5.1407
90 H -6.3226 -0.0484 -6.4552
91 H -4.9950 -2.6731 -5.5842
92 H -4.3851 -1.0530 -5.1987
93 H -4.2305 -0.6911 -7.4662
94 C -9.3392 -2.3840 -10.5556
95 C -8.4518 -1.4061 -9.8106
96 O -7.6739 -2.0914 -8.8374
97 H -10.0022 -2.9059 -9.8608
98 H -9.9468 -1.8684 -11.3034
99 H -8.7376 -3.1477 -11.0572
100 H -9.0571 -0.6585 -9.2937
101 H -7.7768 -0.8882 -10.4995
102 H -7.1344 -2.7449 -9.3023
103 C 2.5705 6.9930 0.4069
104 C 1.2273 7.4403 0.9471
105 O 1.0390 6.9377 2.2640
106 H 2.6344 5.9020 0.3948
107 H 2.7284 7.3672 -0.6076
108 H 3.3830 7.3529 1.0449
109 H 0.4177 7.0605 0.3203
110 H 1.1593 8.5329 0.9743
111 H 1.7536 7.2849 2.8139
112 C 0.1655 2.3878 -9.7717
113 C -1.1876 2.8162 -9.2388
114 O -1.3874 2.2951 -7.9309
115 H 0.2394 1.2976 -9.7983
116 H 0.3295 2.7775 -10.7795
117 H 0.9686 2.7461 -9.1212
118 H -1.9876 2.4381 -9.8789
119 H -1.2642 3.9076 -9.1984
120 H -0.6812 2.6403 -7.3676
121 C 5.8502 4.3032 3.4789
122 C 4.9204 5.0087 2.5117
123 O 5.6186 5.3508 1.3194
124 H 6.7026 4.9417 3.7265
125 H 5.3270 4.0394 4.4012
126 H 6.2544 3.3908 3.0309
127 H 4.5357 5.9298 2.9552
128 H 4.0706 4.3704 2.2505
129 H 5.9476 4.5305 0.9290

Results
Total energy   -2661.265582 Eh
Charge   -1
E_LUMO   1.8976 eV
HOMO-LUMO gap   4.50 eV

Atom charges from the Mulliken analysis, given in e for atoms 1 to 2: -1.27, 0.85



Record 2
ORCA calculation (the ωB97M-V functional and the def2-TZVPD basis) on C38H79InN4O6 as an isolated structure at a distorted geometry.

Geometry (Å):
1 In 16.4886 -12.1028 1.6982
2 C 17.4170 -12.8260 -1.9542
3 C 16.8347 -12.4786 -0.6102
4 O 16.6426 -13.3769 0.2037
5 O 16.5452 -11.3160 -0.2643
6 H 16.7112 -12.7516 -2.7816
7 H 17.9392 -13.7743 -2.0813
8 H 18.1335 -12.0404 -2.1937
9 C 18.9178 -16.3260 3.4062
10 C 19.7680 -16.2564 2.1917
11 C 19.4836 -17.6617 1.5560
12 C 20.1792 -17.7694 0.1909
13 C 19.6970 -16.5995 -0.7761
14 C 19.7574 -15.1645 -0.1620
15 N 19.2981 -15.1380 1.2841
16 O 19.3377 -13.9065 1.9457
17 C 21.2158 -14.6515 -0.2372
18 C 18.9121 -14.3376 -1.0646
19 C 21.2469 -16.1530 2.6605
20 H 17.8787 -16.2799 3.0803
21 H 19.0535 -15.3898 3.9477
22 H 19.1907 -17.1595 4.0535
23 H 19.8496 -18.4354 2.2309
24 H 18.4032 -17.6727 1.4125
25 H 20.0519 -18.7766 -0.2058
26 H 21.2642 -17.6698 0.2206
27 H 18.7143 -16.8263 -1.1895
28 H 20.4364 -16.7322 -1.5660
29 H 21.9195 -15.2426 0.3489
30 H 21.4687 -14.6003 -1.2962
31 H 21.3464 -13.6144 0.0718
32 H 19.4087 -14.1661 -2.0196
33 H 17.9235 -14.7428 -1.2801
34 H 18.6767 -13.3656 -0.6311
35 H 22.0358 -16.7270 2.1744
36 H 21.3211 -16.5659 3.6665
37 H 21.7877 -15.2080 2.6093
38 H 18.4711 -13.9148 2.3587
39 C 13.4458 -13.8243 -4.2816
40 C 14.5060 -13.0005 -5.0616
41 C 15.1625 -12.1070 -4.0409
42 C 16.4972 -11.4562 -4.5899
43 C 17.3740 -12.5050 -5.1606
44 C 16.7924 -13.4234 -6.2395
45 N 15.4862 -13.8638 -5.7550
46 O 14.9611 -14.8489 -6.5281
47 C 16.7756 -12.7264 -7.6380
48 C 17.7057 -14.5873 -6.3003
49 C 13.7761 -12.0644 -5.9949
50 H 12.6588 -13.1527 -3.9385
51 H 13.9577 -14.2152 -3.4022
52 H 12.9903 -14.6834 -4.7741
53 H 14.6207 -11.1868 -3.8223
54 H 15.3341 -12.5900 -3.0790
55 H 16.8739 -10.9152 -3.7218
56 H 16.2735 -10.7456 -5.3856
57 H 17.7466 -13.0109 -4.2699
58 H 18.3385 -12.2005 -5.5669
59 H 17.6880 -12.1484 -7.7842
60 H 16.8802 -13.5040 -8.3946
61 H 15.9238 -12.1352 -7.9743
62 H 17.8018 -15.1653 -5.3812
63 H 17.3165 -15.2569 -7.0672
64 H 18.6455 -14.2800 -6.7591
65 H 12.7026 -11.9915 -5.8202
66 H 13.9350 -12.3648 -7.0305
67 H 14.2031 -11.0632 -6.0546
68 H 15.0930 -15.6480 -6.0126
69 C 17.2281 -15.1484 1.0314
70 C 15.9828 -15.5109 1.9934
71 C 16.7133 -15.8449 3.3212
72 C 15.6292 -16.1121 4.4271
73 C 14.8483 -14.7537 4.5251
74 C 14.1848 -14.1923 3.3110
75 N 15.1296 -14.3232 2.2046
76 O 14.8307 -13.7117 1.0503
77 C 12.8988 -14.9180 3.1542
78 C 13.7836 -12.6799 3.5519
79 C 15.1943 -16.6631 1.3844
80 H 16.7083 -14.8615 0.1172
81 H 17.8595 -16.0350 0.9734
82 H 17.7619 -14.3159 1.4897
83 H 17.2877 -16.7707 3.2888
84 H 17.3541 -14.9900 3.5368
85 H 16.1705 -16.3251 5.3489
86 H 14.9579 -16.9044 4.0959
87 H 15.4767 -13.9491 4.9068
88 H 14.1932 -15.0857 5.3305
89 H 12.2192 -14.4198 3.8456
90 H 12.4991 -14.7539 2.1535
91 H 12.7421 -15.9842 3.3180
92 H 14.6657 -12.0858 3.7908
93 H 13.2212 -12.4558 2.6455
94 H 13.1097 -12.5752 4.4022
95 H 14.5072 -17.0325 2.1458
96 H 15.8961 -17.4594 1.1368
97 H 14.5559 -16.2347 0.6117
98 H 14.3954 -14.4094 0.5549
99 C 16.3283 -15.0504 -2.4186
100 C 16.7703 -16.4615 -1.9140
101 C 16.7238 -16.5668 -0.3880
102 C 16.9266 -17.9434 0.1746
103 C 15.8077 -18.7781 -0.4034
104 C 15.7608 -18.8260 -1.9018
105 N 15.8092 -17.4910 -2.3968
106 O 15.4262 -17.4007 -3.6824
107 C 16.8821 -19.6438 -2.4852
108 C 14.4056 -19.4874 -2.1474
109 C 18.1447 -16.6215 -2.5491
110 H 15.3227 -14.9228 -2.0178
111 H 16.9944 -14.3044 -1.9850
112 H 16.2630 -15.0769 -3.5063
113 H 17.5185 -15.9299 0.0006
114 H 15.8284 -16.2205 0.1282
115 H 17.8934 -18.3804 -0.0755
116 H 16.8130 -17.8968 1.2577
117 H 14.8951 -18.3898 0.0488
118 H 15.9339 -19.7714 0.0273
119 H 17.2253 -19.3466 -3.4761
120 H 16.6318 -20.6990 -2.5949
121 H 17.7922 -19.7257 -1.8910
122 H 14.2110 -20.4510 -1.6765
123 H 14.1067 -19.4838 -3.1956
124 H 13.6339 -18.7915 -1.8186
125 H 18.6273 -17.5407 -2.2168
126 H 18.0502 -16.5234 -3.6305
127 H 18.8401 -15.8208 -2.2973
128 H 14.8720 -16.6244 -3.5731

Results
Total energy   -2353.836223 Eh
ΔE to the lowest compared entry with this formula, charge and spin   2937.18 kJ/mol
Charge   +2
E_LUMO   -9.4243 eV
HOMO-LUMO gap   2.62 eV

Atom charges from the Mulliken analysis, given in e for atoms 1 to 2: 0.64, -0.10